# 1
Formula: C9H9N3O
Source: the Open Molecules 2025 dataset
Level of theory: ωB97M-V/def2-TZVPD

Max |F|, eV/Å: 3.619
HOMO energy (spin up / spin down), eV: -7.66 / -7.66
LUMO level (spin up / spin down), hartree: -0.01684 / -0.01697

XYZ file:
```
22
Properties=species:S:1:pos:R:3:forces:R:3
O 3.434 0.760 0.052 -0.464 0.517 -0.769
N 2.314 0.051 1.917 -1.892 0.122 -1.079
N 1.444 -1.613 0.231 -0.806 -0.943 -0.327
N 0.180 -1.918 0.103 -1.631 -2.105 -0.281
C -2.881 -0.037 -0.589 -1.964 0.568 -0.523
C -2.238 -1.115 -0.096 0.880 -1.521 1.764
C -2.276 1.267 -0.832 1.842 -2.235 0.811
C 0.446 1.994 -0.857 -0.846 -1.437 -0.222
C -0.249 0.271 0.128 -0.071 0.131 -0.332
C -0.959 1.340 -0.524 1.158 0.175 -0.454
C 1.031 0.777 -0.021 -1.439 1.613 -1.392
C -0.825 -1.019 0.212 2.158 1.356 -0.225
C 2.346 0.548 0.544 1.798 -1.178 2.912
H -3.957 -0.124 -0.931 1.223 -0.031 0.939
H -2.660 -1.995 0.445 -0.541 0.506 -1.492
H -2.842 2.009 -1.264 -1.012 1.545 -1.117
H 0.658 2.131 -1.935 -0.033 -0.927 0.376
H 0.630 2.942 -0.491 0.296 1.984 1.305
H -0.095 -2.866 -0.213 0.216 0.603 0.267
H 2.003 -2.419 -0.037 -0.149 -0.155 -0.239
H 3.128 -0.547 2.166 -0.985 0.684 -0.510
H 1.369 -0.438 1.991 2.264 0.726 0.590
```
Positions in Å, forces in eV/Å.

# 2
Formula: C46H39BN6O3PPtSi
Source: the Open Molecules 2025 dataset
Level of theory: ωB97M-V/def2-TZVPD

Net charge: +1
Max |F|, eV/Å: 5.361
HOMO energy, eV: -10.14
LUMO level, hartree: -0.16184

XYZ file:
```
98
Properties=species:S:1:pos:R:3:forces:R:3
Pt 0.999 0.042 -0.855 1.116 -0.102 0.257
P -0.665 0.236 -2.449 -3.022 -0.054 0.108
Si 1.448 -3.357 -0.471 3.257 -1.448 -4.005
O -3.475 1.774 -0.370 0.011 -0.087 0.048
O -1.754 0.544 -1.112 0.496 -0.372 0.334
O 0.976 -1.933 -1.073 -0.406 0.081 0.560
N 0.950 2.033 -0.419 -0.161 -0.060 -0.077
N 1.012 0.410 2.119 -0.060 -0.196 -0.347
N 1.481 2.407 0.758 0.200 0.249 0.031
N 0.397 -0.295 1.140 0.057 0.504 -0.722
N 3.152 0.022 -0.016 -0.164 -0.062 -0.031
N 3.306 0.690 1.142 0.058 -0.018 0.042
C -1.783 1.335 -3.418 0.644 0.134 -0.524
C 3.692 -3.486 -4.419 -0.442 -0.130 -0.165
C -1.502 -6.124 0.103 0.015 0.034 0.096
C -3.736 2.908 -4.602 0.009 -0.009 -0.016
C 1.313 1.900 -3.664 0.068 0.052 0.104
C 3.913 -5.161 2.242 -0.035 0.036 -0.028
C 2.995 -3.870 -2.164 -2.269 0.991 3.059
C 4.308 -4.059 -1.745 0.177 0.280 -1.352
C 3.098 -4.873 1.159 -0.103 -0.079 0.113
C 0.389 -5.675 -1.890 0.021 -0.019 -0.124
C -1.461 -6.947 -1.013 -0.017 -0.024 -0.032
C -1.904 -2.215 -2.062 -0.051 0.079 -0.031
C -2.768 1.431 -1.269 -0.062 0.071 0.053
C 0.479 4.187 -0.092 0.002 -0.010 0.039
C -0.496 -1.099 1.711 -0.125 -0.139 -0.228
C 0.938 0.589 -3.269 0.581 -0.282 0.908
C -0.453 -0.935 3.089 0.090 0.097 0.028
C -0.592 -5.083 0.219 -0.110 -0.216 -0.252
C 3.534 1.115 -4.172 -0.143 -0.005 0.038
C -0.513 -6.726 -2.002 -0.018 0.030 0.032
C -3.802 2.658 -3.241 0.001 -0.015 0.005
C 5.321 -3.935 -2.701 0.101 -0.233 0.370
C 2.659 -3.594 -3.486 1.049 -0.235 -0.004
C -1.181 -1.416 -2.944 0.105 -0.086 -0.005
C -0.920 -1.869 -4.235 0.064 0.067 0.016
C 1.905 -0.439 -3.344 -0.051 0.102 0.385
C -2.110 -3.901 -3.761 0.003 0.023 0.008
C -1.382 -3.112 -4.640 -0.048 -0.008 -0.023
C -2.704 2.368 -5.368 -0.007 0.009 0.001
C 0.363 -4.838 -0.781 -0.898 0.624 1.114
C 2.561 -3.593 0.991 -0.696 0.373 0.508
C -1.719 1.585 -4.784 0.097 0.074 0.027
C 0.517 0.033 3.300 -0.180 -0.092 -0.055
C 5.012 -3.651 -4.023 0.154 0.062 -0.105
C 1.216 3.700 0.971 -0.017 0.026 -0.024
C 2.828 -2.621 1.955 0.073 -0.179 0.024
C 5.198 -0.390 0.780 -0.032 0.067 0.021
C 4.530 0.452 1.646 0.089 0.055 -0.082
C -2.819 1.863 -2.676 -0.030 0.008 -0.084
C 0.325 3.096 -0.933 0.031 -0.048 -0.014
C 2.581 2.149 -4.110 0.039 -0.046 -0.096
C 4.171 -4.182 3.193 0.039 -0.033 0.055
C 3.197 -0.165 -3.800 0.189 0.045 -0.072
C 3.620 -2.918 3.056 0.040 0.102 -0.044
C -2.370 -3.450 -2.475 -0.032 -0.017 -0.008
C 4.282 -0.635 -0.246 0.016 0.090 -0.169
B 2.120 1.422 1.758 0.279 0.146 0.304
H -1.052 -1.433 3.829 -0.003 -0.021 -0.011
H -1.122 -1.733 1.104 0.015 -0.007 -0.001
H -0.626 -4.461 1.110 0.026 -0.001 0.003
H -4.598 3.051 -2.623 -0.001 0.003 -0.002
H 3.922 -0.967 -3.853 -0.054 -0.040 0.008
H 2.421 -1.626 1.847 -0.027 -0.017 0.031
H 4.843 0.914 2.567 -0.007 -0.026 0.018
H 1.639 -1.448 -3.061 0.025 0.007 -0.070
H 2.862 -5.655 0.445 0.035 0.023 -0.041
H -2.161 -7.768 -1.107 0.002 -0.003 -0.002
H -4.490 3.521 -5.077 -0.003 -0.001 0.000
H 6.356 -4.071 -2.405 0.011 0.007 -0.077
H 1.118 -5.519 -2.672 0.037 0.018 0.045
H -0.475 -7.375 -2.868 0.011 -0.008 0.004
H 6.200 -0.768 0.876 -0.001 -0.015 -0.001
H 4.535 1.328 -4.524 0.008 0.024 0.021
H 3.459 -3.276 -5.459 0.073 -0.031 -0.010
H 4.333 -6.152 2.354 -0.002 -0.005 -0.001
H -0.915 1.187 -5.390 -0.007 -0.011 -0.007
H 3.811 -2.158 3.803 0.020 -0.004 0.001
H -0.202 3.037 -1.867 -0.081 0.008 0.053
H -2.110 -1.859 -1.063 -0.021 -0.019 -0.001
H -1.185 -3.456 -5.647 0.016 -0.004 0.002
H 4.561 -4.285 -0.718 -0.024 0.099 0.014
H 0.099 5.183 -0.232 -0.001 0.002 -0.004
H 2.850 3.150 -4.419 0.009 -0.011 -0.037
H -2.669 2.565 -6.431 -0.003 -0.004 -0.002
H 1.625 -3.486 -3.800 -0.016 0.068 0.040
H -2.232 -6.300 0.884 -0.001 -0.020 -0.006
H 4.796 -4.410 4.046 -0.005 -0.001 0.003
H -2.936 -4.068 -1.790 0.036 -0.015 0.018
H 4.390 -1.235 -1.138 -0.019 -0.091 0.066
H 2.472 2.026 2.727 -0.085 -0.037 0.059
H 5.806 -3.568 -4.754 0.000 0.010 0.001
H 0.873 0.489 4.208 0.037 -0.022 0.001
H -2.479 -4.866 -4.079 0.016 -0.011 0.009
H -0.366 -1.253 -4.933 0.013 -0.018 -0.012
H 1.564 4.181 1.869 0.011 0.005 -0.004
H 0.597 2.707 -3.635 -0.035 -0.033 -0.079
```
Positions in Å, forces in eV/Å.

# 3
Formula: C43H55MnN7O3S2SeSi2Te
Source: the Open Molecules 2025 dataset
Level of theory: ωB97M-V/def2-TZVPD

Net charge: +2
Max |F|, eV/Å: 0.545
HOMO energy (spin up / spin down), eV: -11.26 / -11.26
2S+1: 2
LUMO level (spin up / spin down), hartree: -0.21632 / -0.21628

XYZ file:
```
115
Properties=species:S:1:pos:R:3:forces:R:3
Te 1.597 -2.987 -1.205 0.007 -0.128 -0.094
Se -0.660 -0.327 -1.698 -0.034 -0.087 0.355
Mn -1.331 -0.192 0.859 0.176 0.488 0.166
S 1.512 1.457 0.371 -0.036 0.080 0.148
S 0.843 -2.539 2.203 0.259 -0.061 -0.103
Si 4.172 -1.477 -2.841 0.067 0.113 -0.029
Si 2.125 -6.241 -0.516 -0.068 -0.111 0.013
O -1.503 7.015 3.087 0.017 -0.078 0.023
O -1.004 5.389 4.506 0.008 -0.009 0.058
O -0.065 -1.680 1.370 -0.401 -0.234 -0.233
N -2.953 1.098 0.715 -0.203 -0.350 0.043
N -2.543 1.775 -2.315 0.110 0.002 0.009
N 1.008 2.495 3.124 0.115 -0.106 -0.163
N -2.831 -1.481 0.402 -0.145 -0.025 -0.106
N -1.048 1.472 -3.862 -0.127 0.051 0.055
N -1.685 0.116 2.876 -0.080 0.308 0.005
N 0.157 1.157 1.380 0.017 -0.135 0.055
C 2.903 -4.527 -0.478 0.096 0.028 -0.030
C 2.881 5.475 1.988 -0.014 -0.013 -0.001
C 3.136 5.134 0.669 -0.031 0.003 0.003
C -1.860 3.264 -5.459 -0.034 -0.014 0.058
C 1.750 3.392 2.308 -0.036 -0.113 0.000
C 0.123 1.624 2.582 -0.184 -0.050 0.102
C 2.169 4.610 2.810 0.025 0.067 -0.052
C -5.012 -2.995 -0.415 -0.045 0.167 0.021
C 3.547 0.277 -3.082 -0.042 -0.021 0.043
C -2.125 4.719 2.557 -0.037 0.029 0.032
C 0.493 -6.181 0.419 0.020 -0.003 -0.035
C -3.219 3.981 2.994 0.013 -0.060 -0.035
C 4.975 -1.586 -1.156 -0.013 -0.101 0.017
C -3.809 4.425 -4.585 0.014 0.009 -0.025
C -3.597 2.836 2.311 0.082 0.134 0.108
C -1.878 2.504 -4.299 -0.058 0.073 -0.009
C 2.681 3.922 0.163 -0.039 0.017 0.038
C 2.367 -1.626 2.340 0.053 0.077 0.093
C -3.754 -3.557 -0.296 0.117 -0.078 0.017
C -1.337 1.680 4.656 -0.035 -0.116 0.026
C -2.834 2.704 -3.309 0.003 0.026 -0.068
C 1.831 -6.713 -2.296 -0.055 0.113 -0.015
C -5.173 -1.642 -0.128 0.139 -0.232 -0.026
C -2.846 4.228 -5.581 -0.029 0.019 0.016
C -3.822 3.667 -3.427 0.052 -0.005 -0.040
C -1.813 3.214 0.717 -0.091 0.088 0.086
C -2.682 -2.772 0.113 -0.157 0.073 -0.040
C 0.290 -2.413 3.898 0.020 0.058 0.035
C 2.663 -2.595 -3.012 -0.037 -0.008 -0.011
C -1.461 1.047 -2.654 0.114 -0.074 -0.062
C -2.397 1.123 5.357 -0.029 -0.026 -0.010
C 0.090 0.980 -4.618 0.027 -0.047 0.027
C -2.710 -0.401 3.549 0.067 -0.024 0.170
C -0.999 1.135 3.429 0.042 -0.062 -0.130
C 3.286 -7.435 0.326 0.038 0.053 0.036
C 2.004 3.039 0.991 0.125 0.132 -0.046
C -1.466 4.378 1.379 -0.023 0.024 -0.008
C -1.514 5.736 3.476 0.057 0.053 -0.083
C -3.090 0.059 4.802 0.065 -0.005 -0.059
C -4.057 -0.928 0.267 0.123 0.349 0.156
C -2.841 2.424 1.222 -0.022 -0.066 -0.320
C -4.085 0.510 0.567 0.142 -0.197 -0.119
C 5.401 -1.937 -4.166 -0.029 0.003 -0.029
H -5.039 1.026 0.664 0.005 0.065 0.016
H -4.562 5.187 -4.725 -0.010 0.016 -0.008
H 0.871 2.777 4.081 -0.034 0.043 -0.026
H -0.220 0.802 -5.646 0.016 -0.008 -0.005
H -3.584 -4.601 -0.521 -0.021 -0.004 -0.008
H -4.570 3.821 -2.662 -0.019 -0.002 0.027
H -3.919 -0.406 5.316 -0.015 0.001 0.026
H -0.054 -5.265 0.181 -0.040 0.019 -0.006
H -4.394 2.216 2.699 -0.017 -0.038 -0.016
H -1.118 3.116 -6.230 0.020 -0.006 -0.019
H 3.247 -4.249 0.520 -0.024 0.029 0.040
H 2.875 -3.557 -3.479 0.005 -0.047 0.049
H 3.187 0.424 -4.103 -0.010 -0.004 -0.021
H -2.874 4.844 -6.468 -0.002 0.012 -0.017
H 0.920 -3.073 4.493 0.024 0.002 0.038
H -0.139 -7.024 0.137 -0.011 -0.042 0.015
H -1.243 2.875 -0.139 0.018 0.001 0.013
H -5.855 -3.590 -0.735 -0.014 -0.023 -0.003
H 5.447 -2.555 -0.982 -0.011 -0.009 0.008
H 6.266 -1.272 -4.168 0.028 0.035 0.022
H 3.685 5.809 0.029 0.018 0.011 -0.008
H 1.951 4.883 3.835 -0.037 -0.001 0.029
H -1.678 -3.166 0.196 -0.003 -0.015 -0.003
H 3.465 -7.126 1.359 0.032 -0.023 0.012
H 2.787 -1.580 1.336 -0.020 -0.004 0.015
H -3.727 4.258 3.908 -0.005 0.025 0.006
H -2.000 7.135 2.267 -0.008 0.017 -0.001
H 4.332 1.013 -2.901 0.036 0.021 0.018
H 2.890 -8.450 0.351 -0.056 -0.031 -0.020
H 1.230 -5.947 -2.794 -0.001 -0.017 -0.040
H -3.015 1.660 -1.436 -0.016 -0.043 -0.057
H 4.244 -1.416 -0.363 0.027 0.029 -0.006
H 2.719 0.480 -2.395 -0.020 0.013 -0.006
H -3.231 -1.221 3.071 -0.026 0.016 -0.021
H -0.625 4.966 1.030 0.012 0.016 0.003
H 3.782 -4.491 -1.125 0.010 -0.007 -0.020
H 2.770 -6.816 -2.842 0.032 0.007 -0.008
H 0.643 -6.228 1.500 0.020 0.034 0.028
H -0.833 2.549 5.060 0.021 -0.006 -0.030
H 0.898 1.711 -4.595 -0.006 -0.008 -0.015
H 5.752 -0.825 -1.073 0.041 0.033 0.008
H 1.927 -2.098 -3.649 0.006 -0.022 -0.052
H 0.357 -1.387 4.260 -0.019 -0.025 -0.020
H 4.250 -7.472 -0.183 0.027 0.003 -0.002
H 5.768 -2.954 -4.017 0.006 -0.018 -0.007
H 2.161 -0.623 2.713 0.000 -0.005 0.005
H -0.736 -2.775 3.931 -0.011 -0.009 0.011
H 3.039 -2.162 3.009 0.012 -0.031 0.025
H 4.948 -1.890 -5.158 -0.003 -0.011 -0.024
H 3.227 6.419 2.382 0.008 0.014 0.011
H 0.433 0.049 -4.176 -0.004 0.025 -0.009
H 1.296 -7.659 -2.380 -0.007 -0.042 0.026
H -6.135 -1.157 -0.218 -0.026 0.029 0.003
H 2.869 3.653 -0.868 -0.001 -0.009 -0.024
H -2.683 1.527 6.318 -0.008 -0.002 0.019
```
Positions in Å, forces in eV/Å.

The lowest max |F| belongs to which entry?
C43H55MnN7O3S2SeSi2Te

Look up the max |F| of the third one.
0.545 eV/Å